No. 1
25
Properties=species:S:1:pos:R:3:forces:R:3 method="wB97M-V/def2-TZVPD" fmax_ev_per_a=5.7 homo_lumo_gap_ev=10.83 charge=+1 e_tot_ha=-501.01225 lumo_ha=-0.0948
C 0.9889 -1.1653 0.7763 -2.6 -1.1 0.3
C -2.0307 1.6753 0.3541 5.0 -2.5 1.2
C 2.8102 0.4041 0.7285 2.4 2.4 2.6
C -2.5459 -1.4917 -0.0012 0.2 -0.7 0.0
C 0.1243 0.8538 -1.1070 1.6 -1.4 2.9
C 1.3367 -0.0387 -1.2949 1.2 1.9 -3.3
C -0.8271 0.1667 -0.1147 -1.8 3.4 -0.1
O 2.0352 -0.4777 -0.1048 -0.4 -1.3 1.1
O -1.4382 -0.8989 -0.6796 -0.3 0.7 -1.5
O 0.0038 -0.2391 1.0357 -0.1 0.2 0.2
H 1.2813 -1.6124 1.7769 0.8 1.1 -1.4
H 0.5961 -1.9968 0.1439 0.6 0.7 0.1
H -2.1284 2.2403 -0.5507 0.3 0.3 -0.3
H -1.3824 2.1271 1.2088 -1.6 -0.5 -1.7
H -2.9356 1.2491 0.6514 -1.3 -0.5 0.7
H 3.6889 -0.1704 1.1829 -1.3 0.4 -1.1
H 2.1797 0.7023 1.5930 0.2 -0.2 -0.7
H 3.2592 1.4346 0.3790 -1.3 -2.4 -0.6
H -3.5409 -1.0107 0.0652 0.9 0.5 -0.4
H -2.0907 -1.6298 0.9405 -0.6 -0.6 1.7
H -2.6856 -2.4555 -0.4774 0.0 -0.1 0.0
H 0.4901 1.7373 -0.6437 -0.2 1.2 0.2
H -0.2602 0.9940 -2.0615 -1.0 0.5 -1.6
H 0.8889 -0.8424 -1.8657 1.0 -1.2 0.4
H 2.1824 0.4447 -1.9350 -1.6 -0.8 1.1



No. 2
30
Properties=species:S:1:pos:R:3:forces:R:3 method="wB97M-V/def2-TZVPD" fmax_ev_per_a=4.4 homo_lumo_gap_ev="3.26 / 3.06" s_squared=0.759 charge=-1 e_tot_ha=-2103.13940 lumo_ha="0.1009 / 0.0987" spin_multiplicity=2
C -2.9684 -0.8283 -2.1127 3.9 1.4 -1.3
Cu 0.9611 0.1170 -2.7472 -0.4 -1.5 -0.3
N 1.8856 0.8191 -4.2932 -0.1 1.2 -0.6
H -4.6583 -1.4990 -1.3999 -3.3 -1.5 1.2
H -3.7809 -0.9989 -1.4398 -0.7 -0.1 0.4
H -2.2482 -0.3046 -1.4470 0.4 0.2 -0.4
H -2.5395 -1.7782 -2.4434 -0.2 0.0 0.1
H -3.2666 -0.2174 -2.9714 0.0 0.0 0.2
H 2.8823 0.6394 -4.3400 0.1 -0.1 0.0
H 1.7524 1.7653 -3.9020 0.4 0.0 -0.5
H 1.4999 0.8283 -5.2359 0.0 -0.2 0.1
O 1.0376 0.9787 -1.0743 0.5 -0.2 2.5
C 1.1269 0.3925 0.0445 -0.9 0.6 -1.5
C 1.6715 1.0926 1.2349 0.1 0.2 0.4
C 0.6088 1.5207 2.2552 -0.3 0.4 0.3
C 0.1059 0.4226 3.1910 0.0 0.3 -0.2
C -0.5167 -0.7363 2.4214 -0.1 0.0 0.4
C 0.4398 -1.4874 1.5096 0.1 -0.2 -0.3
N 0.7181 -0.8676 0.2174 0.3 0.3 0.2
H 2.3522 0.3574 1.6698 0.3 0.2 0.4
H 2.2429 1.9661 0.9110 -0.1 -0.2 -0.1
H 1.0034 2.3509 2.8589 0.0 -0.2 -0.1
H -0.2730 1.9339 1.7438 0.3 0.0 -0.1
H 0.9257 0.0815 3.8371 -0.1 -0.1 -0.1
H -0.6613 0.8679 3.8411 0.2 -0.2 0.0
H -0.8908 -1.4698 3.1459 0.0 0.1 -0.1
H -1.3788 -0.3768 1.8538 0.0 -0.1 -0.1
H 1.3574 -1.7234 2.0640 0.1 0.0 -0.1
H -0.0243 -2.4297 1.2460 0.0 -0.3 0.0
H 0.6356 -1.4168 -0.6385 -0.4 0.1 0.0



No. 3
62
Properties=species:S:1:pos:R:3:forces:R:3 method="wB97M-V/def2-TZVPD" fmax_ev_per_a=2.2 homo_lumo_gap_ev=5.39 charge=+1 e_tot_ha=-1195.00387 lumo_ha=-0.1723
C 1.8616 -1.7314 -1.0569 -0.1 -0.6 0.2
C 2.1485 -0.2700 -0.8776 1.9 0.2 1.1
C 2.0916 0.5843 -2.1083 -0.2 0.2 -0.2
C 2.8605 0.1013 0.2479 -0.7 -0.5 -1.5
N 3.2196 1.3789 0.6071 0.4 0.1 0.1
C 4.1313 1.4451 1.7725 -0.6 0.1 -0.1
C 4.5951 2.8683 2.0269 -0.1 0.2 0.1
O 3.4935 3.7806 2.0265 0.2 -0.4 -0.7
C 2.8466 3.8055 0.7536 0.0 0.1 0.3
C 2.2433 2.4515 0.4057 0.1 0.1 0.5
H 1.5626 -1.9527 -2.0880 0.1 0.0 0.2
H 2.7381 -2.3535 -0.8062 -0.3 0.2 -0.2
H 1.0494 -2.0559 -0.3968 0.1 -0.1 -0.2
H 2.3914 -0.0045 -2.9901 -0.1 0.1 0.3
H 1.0667 0.9253 -2.3079 0.0 0.2 -0.1
H 2.7616 1.4522 -2.0596 -0.2 -0.3 0.0
H 3.2659 -0.6797 0.9056 -0.4 0.2 -0.1
H 3.6213 1.0671 2.6769 0.1 0.0 -0.2
H 4.9924 0.8017 1.5585 -0.2 0.1 0.1
H 5.0116 2.9516 3.0395 0.1 -0.1 -0.4
H 5.3490 3.1425 1.2643 -0.3 0.1 0.3
H 2.0426 4.5474 0.8663 0.3 -0.2 -0.3
H 3.5432 4.1089 -0.0538 -0.1 0.0 0.4
H 1.9231 2.4705 -0.6401 0.0 0.0 0.3
H 1.3462 2.2951 1.0372 0.3 0.0 0.0
C -1.7456 2.3295 -1.9769 0.2 0.6 0.2
C -1.8494 0.8629 -2.0098 0.0 -1.1 -0.5
N -2.6681 0.2167 -2.8782 0.7 0.6 0.6
C -3.5062 0.8712 -3.8676 -0.2 0.2 -0.2
C -2.6511 -1.1605 -2.6352 0.1 -0.3 0.7
C -1.7903 -1.3918 -1.5381 -0.9 0.1 -0.2
C -1.6686 -2.6777 -1.0222 -0.1 -0.5 -0.3
C -2.4373 -3.7023 -1.5945 0.3 0.4 0.1
C -3.3200 -3.4459 -2.6590 0.2 0.5 -0.1
C -3.4291 -2.1593 -3.2079 0.2 -0.4 0.2
C -1.2741 -0.0920 -1.1197 0.3 -0.5 -0.3
C -0.4649 0.1330 0.0045 -1.4 1.6 0.2
C -0.7990 -0.4172 1.2951 0.3 -0.7 0.9
C -2.0758 -0.9874 1.5924 0.3 0.0 -0.3
C -2.3421 -1.5539 2.8294 -0.1 0.2 -0.4
C -1.3644 -1.5972 3.8278 0.2 0.0 -0.2
C -1.6557 -2.2790 5.1271 0.1 -0.1 0.3
C -0.1255 -0.9905 3.5807 0.0 0.2 -0.1
C 0.1335 -0.3667 2.3689 -0.1 0.0 -0.4
H -1.2905 2.6246 -1.0247 -0.1 0.1 -0.3
H -1.1120 2.7113 -2.7928 -0.2 -0.1 0.2
H -2.7307 2.8144 -2.0539 0.3 -0.2 0.0
H -4.0503 0.0991 -4.4149 0.1 0.3 0.1
H -4.2297 1.5466 -3.3902 0.2 -0.2 -0.1
H -2.8994 1.4545 -4.5712 -0.1 -0.2 0.2
H -0.9907 -2.8595 -0.1852 -0.4 -0.1 -0.3
H -2.3542 -4.7150 -1.1977 -0.1 0.3 -0.1
H -3.9240 -4.2586 -3.0591 0.2 0.2 0.0
H -4.0877 -1.9281 -4.0419 0.0 -0.3 0.2
H 0.2234 0.9833 -0.0168 -0.5 -0.3 0.1
H -2.8604 -0.9683 0.8343 0.3 0.0 0.2
H -3.3251 -1.9876 3.0277 0.3 0.2 -0.1
H -0.8209 -2.1643 5.8220 -0.1 0.0 0.0
H -2.5562 -1.8677 5.5988 0.2 0.0 -0.1
H -1.8355 -3.3521 4.9854 0.0 0.2 -0.1
H 0.6398 -1.0091 4.3570 -0.2 0.1 -0.2
H 1.0809 0.1545 2.2036 -0.2 -0.4 0.1



No. 4
103
Properties=species:S:1:pos:R:3:forces:R:3 method="wB97M-V/def2-TZVPD" fmax_ev_per_a=1.3 homo_lumo_gap_ev="3.92 / 6.23" s_squared=2.036 charge=-1 e_tot_ha=-8837.78465 lumo_ha="0.0505 / 0.0204" spin_multiplicity=3
Pt -0.5099 0.6577 -1.2781 -0.2 -0.1 0.1
O -0.3712 -2.1207 -0.5805 0.3 0.1 0.2
S -1.8091 -2.0302 -0.4752 -0.1 0.0 -0.2
O -2.4188 -2.3239 0.7949 0.0 0.2 0.1
N -2.1884 -0.5856 -1.1013 -0.4 0.5 0.7
C -3.4407 0.0396 -0.9112 1.0 -0.3 -0.2
C -4.6367 -0.5644 -0.6433 -0.4 -0.2 0.1
C -5.8290 0.1999 -0.5467 0.1 -0.5 0.0
C -5.8294 1.5471 -0.7134 0.0 0.4 0.0
C -4.6008 2.2029 -0.9807 -0.1 0.1 0.0
C -4.4816 3.5991 -1.1460 -0.5 0.1 0.1
C -3.2714 4.1644 -1.3882 0.4 0.2 -0.1
C -2.1341 3.3362 -1.4707 0.0 0.5 -0.1
N -2.2145 2.0486 -1.3213 -0.4 -0.6 0.1
C -3.4224 1.4485 -1.0772 0.3 0.2 -0.1
C -2.4818 -3.1390 -1.6462 -0.3 -0.1 -0.5
C -2.2935 -2.8614 -3.0044 0.0 0.0 0.2
C -2.8489 -3.7201 -3.9371 0.0 -0.1 0.0
C -3.5792 -4.8284 -3.5133 0.0 0.0 0.1
C -3.7593 -5.0868 -2.1564 0.0 0.0 -0.2
C -3.2128 -4.2341 -1.2069 0.1 0.0 -0.1
H -4.6738 -1.6376 -0.4950 0.0 0.1 0.0
H -6.7639 -0.3139 -0.3441 0.1 0.0 0.0
H -6.7483 2.1270 -0.6488 0.2 -0.1 0.0
H -5.3762 4.2156 -1.0756 0.1 -0.1 0.0
H -3.1613 5.2330 -1.5209 0.0 -0.1 0.0
H -1.1472 3.7406 -1.6724 -0.1 0.0 0.0
H -1.7383 -1.9752 -3.3178 -0.2 -0.2 0.1
H -2.7228 -3.5150 -4.9957 0.0 0.0 0.1
H -4.0211 -5.4901 -4.2487 0.0 0.0 0.0
H -4.3349 -5.9485 -1.8368 0.0 0.0 0.0
H -3.3477 -4.4014 -0.1421 0.0 0.1 -0.2
Se 0.0682 2.4197 5.7197 0.1 -0.1 0.0
P 0.6589 0.7423 4.5968 -0.1 -0.1 -0.2
C 0.0191 -0.8724 5.1635 -0.1 -0.1 0.1
C -0.7346 -1.7450 4.3794 0.1 -0.1 0.1
C -1.1449 -2.9716 4.9026 0.0 0.1 -0.1
C -0.8136 -3.3286 6.1988 0.1 0.1 0.1
C -0.0638 -2.4582 6.9875 0.0 0.1 -0.1
C 0.3516 -1.2389 6.4732 -0.1 0.0 -0.1
C 2.4500 0.4277 4.6883 0.3 -0.2 0.0
C 2.9633 -0.7627 4.1695 0.0 -0.1 0.2
C 4.3150 -1.0572 4.2986 -0.2 -0.1 0.6
C 5.1643 -0.1581 4.9400 -0.2 0.0 0.1
C 4.6582 1.0317 5.4556 -0.1 0.0 -0.1
C 3.2993 1.3227 5.3365 0.2 -0.3 0.2
C 0.1416 0.8247 2.8501 -0.9 0.3 0.3
C 0.6401 0.9354 1.5637 -0.2 -0.4 -0.4
N -0.4459 0.8780 0.7407 -0.4 0.1 0.4
N -1.5660 0.8092 1.4715 1.2 0.1 0.4
N -1.2248 0.7960 2.7388 0.3 -0.2 -0.5
P 2.1936 1.1776 0.7318 0.0 0.1 -0.2
Se 1.8435 1.1749 -1.4858 0.1 0.1 0.2
C 2.9171 2.7210 1.3137 0.0 0.2 -0.1
C 3.3315 3.6960 0.4077 0.1 0.2 0.2
C 3.8552 4.8984 0.8813 -0.1 -0.2 -0.1
C 3.9530 5.1263 2.2468 0.0 0.0 0.0
C 3.5360 4.1537 3.1494 0.0 0.0 0.0
C 3.0217 2.9549 2.6817 -0.1 0.1 0.0
C 3.3040 -0.1572 1.1748 0.2 -0.1 -0.1
C 4.6246 0.0802 1.5407 0.1 -0.1 -0.2
C 5.4784 -0.9963 1.7631 0.0 0.1 -0.5
C 5.0062 -2.2944 1.6207 -0.1 0.0 -0.4
C 3.6802 -2.5283 1.2511 0.1 0.0 0.0
C 2.8267 -1.4610 1.0174 0.1 -0.1 0.0
H -1.0160 -1.4874 3.3697 0.0 0.0 0.0
H -1.7306 -3.6410 4.2824 0.0 0.1 0.0
H -1.1381 -4.2837 6.5994 0.0 0.1 0.0
H 0.1943 -2.7306 8.0035 0.0 0.0 0.0
H 0.9253 -0.5575 7.0922 0.0 0.0 0.0
H 2.3026 -1.4723 3.6760 0.1 0.1 0.2
H 4.7032 -1.9889 3.9013 -0.2 0.2 0.4
H 6.2206 -0.3914 5.0435 -0.1 0.0 0.0
H 5.3184 1.7307 5.9625 -0.1 -0.1 -0.1
H 2.8788 2.2322 5.7527 0.0 0.0 0.0
H 3.2401 3.5235 -0.6553 0.0 0.0 -0.1
H 4.1745 5.6596 0.1772 0.0 -0.1 0.1
H 4.3484 6.0692 2.6118 0.0 -0.1 0.0
H 3.6011 4.3288 4.2182 0.0 0.0 -0.1
H 2.6960 2.2014 3.3888 0.1 0.3 -0.3
H 4.9860 1.0983 1.6545 0.0 -0.1 0.0
H 6.5104 -0.8177 2.0511 -0.1 0.0 0.0
H 5.6744 -3.1325 1.7901 -0.1 0.0 0.0
H 3.3148 -3.5432 1.1310 0.0 0.1 0.0
H 1.8019 -1.6401 0.6955 0.1 0.0 0.0
O 1.2230 1.0519 -3.9919 -0.1 -0.1 -0.1
C 0.0861 0.6409 -4.1911 -0.3 -0.1 0.8
O -0.7742 0.3470 -3.2268 0.4 0.1 -0.7
C -0.4728 0.4283 -5.5633 -0.2 0.0 0.2
C -1.8479 0.4882 -5.7396 -0.1 -0.2 -0.8
C -2.3737 0.3329 -7.0647 -0.4 0.1 0.6
C -1.5101 0.1005 -8.1409 0.2 -0.1 -0.1
C -0.1621 0.0361 -7.9085 0.2 0.2 0.8
C 0.4109 0.2102 -6.6176 -0.2 -0.1 -0.9
N 0.7121 -0.2152 -9.0535 0.4 -0.2 -0.5
O 0.2397 -0.3444 -10.1759 -0.2 0.1 0.5
O 1.9125 -0.2974 -8.8420 0.0 0.1 0.2
N -3.7397 0.4165 -7.3000 -0.6 0.1 0.0
O -4.4991 0.6633 -6.2994 0.4 -0.2 -0.6
O -4.2000 0.2540 -8.4875 0.5 0.1 0.9
H -2.5198 0.6482 -4.9112 0.0 0.0 -0.1
H -1.9076 -0.0234 -9.1313 -0.1 0.0 -0.1
H 1.4774 0.1806 -6.4690 0.0 0.0 0.0